i:
Density functional theory data (wB97M-V/def2-TZVPD) for C2H6NOS as an isolated structure.

Properties
frontier orbital gap	9.32	eV

Structure (ORCA input):
```
! wB97M-V def2-TZVPD RIJCOSX def2/J DEFGRID3
* xyz 1 1
C -0.28345 1.66166 -1.24372
C -0.56803 -0.19899 -0.79535
N 0.27580 -0.31350 0.44551
O -1.28579 3.82954 -1.75268
S -1.55221 2.65475 -1.01198
H 0.60024 1.75851 -1.86739
H -0.39143 -0.97000 -1.59952
H -1.61039 0.10987 -0.52923
H 0.04666 0.45300 1.03891
H 1.24004 -0.02128 0.31758
H 0.39731 -1.30885 0.83538
*
```


ii:
Density functional theory data (wB97M-V/def2-TZVPD) for an isolated ion of composition C2H6NOS and charge +1.

Properties
frontier orbital gap	8.43	eV

Structure (ORCA input):
```
! wB97M-V def2-TZVPD RIJCOSX def2/J DEFGRID3
* xyz 1 1
C -0.35729 0.07911 0.62353
C 0.81899 0.66360 -0.08965
N 0.92963 0.20618 -1.46423
O -1.99768 -1.73446 1.22683
S -1.29722 -1.10277 -0.11048
H -2.86990 -1.36537 1.46106
H 1.64357 0.65721 0.52812
H 0.64996 1.68444 -0.23491
H 1.62200 -0.49288 -1.61672
H -0.36135 0.35699 1.67613
H 1.21929 1.04795 -1.99967
*
```


Stability ranking, top entry: ii; the second entry is 39.2 kcal/mol less favorable.